(1)
A cluster of 10 separate species, C90H190N10O10 in total in a non-equilibrium geometry. Source: the Open Molecules 2025 dataset; level of theory: wB97M-V/def2-TZVPD.

Calculated values
energy relative to the best compared isomer or geometry (same formula, charge and spin)	1019.9	kJ/mol
HOMO-LUMO gap	7.9636	eV
E	-131765.8496	eV
structure (SMILES)	CC1(C)CCCC(C)(C)N1O.CC1(C)CCCC(C)(C)N1O.CC1(C)CCCC(C)(C)N1O.CC1(C)CCCC(C)(C)N1O.CC1(C)CCCC(C)(C)N1O.CC1(C)CCCC(C)(C)N1O.CC1(C)CCCC(C)(C)N1O.CC1(C)CCCC(C)(C)N1O.CC1(C)CCCC(C)(C)N1O.CC1(C)CCCC(C)(C)N1O
total charge	0

Positions of all 300 atoms, in Å:
C  1.86  -4.25  -7.35
C  2.71  -2.89  -7.06
C  3.40  -2.84  -5.62
C  4.68  -3.75  -5.43
C  5.70  -3.30  -6.44
C  5.15  -3.21  -7.94
N  3.82  -2.57  -8.04
O  3.27  -2.08  -9.26
C  6.20  -2.29  -8.63
C  5.14  -4.58  -8.58
C  1.73  -1.69  -6.92
H  1.09  -4.32  -6.58
H  2.55  -5.08  -7.26
H  1.41  -4.22  -8.34
H  3.59  -1.86  -5.18
H  2.59  -3.21  -5.00
H  4.52  -4.80  -5.70
H  5.18  -3.53  -4.49
H  6.65  -3.81  -6.29
H  5.85  -2.26  -6.15
H  7.16  -2.78  -8.77
H  5.83  -1.90  -9.57
H  6.42  -1.47  -7.95
H  4.97  -4.35  -9.63
H  6.01  -5.24  -8.61
H  4.43  -5.15  -7.99
H  1.00  -1.92  -6.14
H  1.09  -1.46  -7.78
H  2.28  -0.76  -6.79
H  2.90  -2.91  -9.57
C  -6.03  1.65  -0.30
C  -5.22  1.39  -1.69
C  -6.16  0.51  -2.58
C  -5.64  0.33  -4.01
C  -5.36  1.65  -4.57
C  -4.51  2.66  -3.75
N  -4.84  2.63  -2.39
O  -4.16  3.57  -1.55
C  -3.06  2.34  -4.10
C  -4.80  4.02  -4.35
C  -3.96  0.60  -1.33
H  -6.01  0.83  0.41
H  -6.97  2.05  -0.68
H  -5.58  2.39  0.36
H  -6.33  -0.50  -2.23
H  -7.11  1.02  -2.77
H  -6.26  -0.29  -4.65
H  -4.71  -0.24  -4.00
H  -6.33  2.12  -4.69
H  -5.05  1.36  -5.58
H  -2.76  1.35  -3.77
H  -3.00  2.43  -5.19
H  -2.39  2.97  -3.50
H  -5.88  4.15  -4.34
H  -4.39  4.94  -3.93
H  -4.37  4.14  -5.34
H  -3.84  -0.23  -2.02
H  -4.03  0.02  -0.41
H  -3.01  1.13  -1.46
H  -4.83  4.24  -1.41
C  4.91  1.99  -2.83
C  5.40  2.87  -4.09
C  5.63  1.74  -5.24
C  4.40  1.29  -5.94
C  3.75  2.58  -6.44
C  3.38  3.59  -5.33
N  4.59  3.97  -4.49
O  4.34  4.93  -3.45
C  3.08  4.93  -6.14
C  2.07  3.09  -4.64
C  6.80  3.35  -3.77
H  5.28  0.98  -2.67
H  3.85  1.78  -2.97
H  5.09  2.74  -2.06
H  6.28  2.07  -6.05
H  6.01  0.81  -4.83
H  3.86  0.74  -5.16
H  4.66  0.73  -6.83
H  2.86  2.34  -7.03
H  4.37  3.07  -7.19
H  2.83  5.69  -5.40
H  4.04  5.32  -6.47
H  2.24  4.91  -6.83
H  2.11  2.03  -4.39
H  1.79  3.71  -3.79
H  1.22  3.10  -5.32
H  7.48  2.52  -3.58
H  6.64  3.97  -2.89
H  7.26  3.92  -4.58
H  5.18  5.38  -3.51
C  3.01  -6.16  -2.02
C  1.53  -6.53  -2.04
C  0.91  -5.96  -0.72
C  -0.61  -5.89  -0.74
C  -0.98  -5.08  -1.94
C  -0.54  -5.66  -3.31
N  0.90  -6.05  -3.26
O  1.40  -6.57  -4.44
C  -1.45  -6.85  -3.66
C  -0.79  -4.55  -4.35
C  1.45  -8.05  -1.94
H  3.67  -6.36  -2.86
H  3.55  -6.42  -1.11
H  2.87  -5.07  -2.03
H  1.42  -6.27  0.19
H  1.10  -4.89  -0.68
H  -1.18  -5.42  0.06
H  -1.01  -6.89  -0.88
H  -0.93  -4.00  -1.78
H  -2.04  -5.32  -1.91
H  -1.43  -7.67  -2.94
H  -2.45  -6.47  -3.88
H  -1.13  -7.41  -4.54
H  -1.59  -3.86  -4.08
H  0.00  -3.79  -4.39
H  -1.03  -4.77  -5.38
H  0.38  -8.23  -1.97
H  1.97  -8.50  -1.10
H  1.89  -8.49  -2.83
H  1.96  -5.85  -4.75
C  3.43  5.40  4.76
C  2.67  4.36  3.90
C  1.39  3.93  4.74
C  0.15  4.88  4.32
C  0.08  5.03  2.77
C  1.37  5.46  2.11
N  2.50  4.67  2.46
O  3.72  5.07  1.80
C  1.17  5.30  0.57
C  1.60  7.00  2.49
C  3.49  2.97  3.82
H  2.86  6.28  5.06
H  4.14  5.92  4.13
H  3.68  5.02  5.76
H  1.06  2.89  4.61
H  1.41  4.08  5.82
H  0.34  5.90  4.66
H  -0.77  4.57  4.81
H  -0.72  5.70  2.45
H  -0.27  4.13  2.27
H  2.00  5.65  -0.04
H  0.91  4.31  0.20
H  0.27  5.86  0.32
H  2.05  7.32  3.43
H  2.18  7.50  1.71
H  0.69  7.58  2.35
H  3.42  2.51  4.81
H  4.52  3.22  3.57
H  3.09  2.20  3.16
H  3.62  4.53  1.01
C  0.63  -5.19  4.57
C  -0.82  -5.19  5.01
C  -1.53  -4.20  4.12
C  -1.81  -4.60  2.76
C  -2.57  -5.86  2.69
C  -1.89  -6.97  3.49
N  -1.49  -6.54  4.85
O  -0.74  -7.59  5.52
C  -2.97  -7.99  3.75
C  -0.71  -7.57  2.58
C  -0.72  -4.80  6.54
H  0.79  -5.29  3.49
H  1.14  -5.98  5.12
H  1.15  -4.29  4.89
H  -2.40  -3.88  4.70
H  -1.01  -3.24  4.17
H  -0.81  -4.76  2.36
H  -2.33  -3.79  2.25
H  -2.67  -6.21  1.66
H  -3.51  -5.57  3.16
H  -3.70  -7.46  4.36
H  -3.44  -8.36  2.84
H  -2.60  -8.86  4.29
H  -1.22  -8.09  1.76
H  0.14  -7.00  2.22
H  -0.17  -8.23  3.26
H  -0.61  -3.71  6.61
H  0.07  -5.32  7.07
H  -1.67  -5.05  7.02
H  -1.14  -7.65  6.39
C  -1.32  -0.10  1.16
C  0.22  -0.18  1.38
C  0.74  -1.60  1.75
C  0.89  -2.60  0.66
C  1.56  -1.97  -0.57
C  1.20  -0.55  -1.05
N  0.95  0.29  0.18
O  0.84  1.66  -0.09
C  2.37  0.08  -1.82
C  -0.12  -0.64  -1.93
C  0.57  0.85  2.57
H  -1.99  -0.39  1.97
H  -1.61  -0.74  0.33
H  -1.64  0.90  0.87
H  1.65  -1.38  2.31
H  -0.04  -2.06  2.35
H  -0.06  -3.05  0.39
H  1.53  -3.41  1.02
H  1.35  -2.75  -1.30
H  2.65  -1.98  -0.64
H  3.04  0.51  -1.08
H  2.87  -0.67  -2.42
H  2.01  0.83  -2.52
H  0.12  -1.19  -2.83
H  -0.97  -1.07  -1.39
H  -0.44  0.35  -2.27
H  0.50  1.92  2.34
H  1.54  0.61  3.00
H  -0.22  0.86  3.32
H  1.69  2.01  -0.38
C  -0.80  -0.53  7.71
C  0.70  -0.48  7.96
C  1.01  -1.63  9.00
C  2.39  -2.10  8.99
C  2.88  -2.44  7.52
C  2.83  -1.18  6.63
N  1.38  -0.70  6.62
O  1.01  0.37  5.71
C  3.87  -0.17  7.01
C  3.11  -1.70  5.17
C  1.25  0.77  8.69
H  -1.32  -0.38  8.65
H  -1.00  -1.46  7.17
H  -1.06  0.24  6.98
H  0.53  -1.29  9.92
H  0.32  -2.48  8.97
H  2.48  -2.96  9.66
H  3.11  -1.48  9.54
H  2.23  -3.21  7.11
H  3.93  -2.74  7.45
H  4.73  -0.27  6.35
H  3.45  0.81  6.78
H  4.25  -0.13  8.03
H  2.34  -2.38  4.82
H  3.19  -0.92  4.42
H  3.97  -2.37  5.13
H  0.53  1.16  9.42
H  1.34  1.58  7.96
H  2.17  0.50  9.20
H  1.60  1.11  5.91
C  1.07  11.14  -3.02
C  -0.29  10.50  -2.78
C  -1.25  10.92  -3.96
C  -2.46  10.02  -4.08
C  -2.17  8.53  -4.09
C  -1.29  8.11  -2.81
N  -0.15  9.03  -2.72
O  0.66  8.72  -1.61
C  -2.23  8.00  -1.58
C  -0.70  6.77  -3.06
C  -1.06  11.21  -1.60
H  1.62  10.75  -3.88
H  1.63  10.90  -2.11
H  1.08  12.22  -3.18
H  -1.56  11.96  -3.89
H  -0.65  10.85  -4.86
H  -3.12  10.26  -4.92
H  -3.11  10.27  -3.24
H  -1.56  8.38  -4.98
H  -3.10  8.00  -4.25
H  -2.80  7.09  -1.80
H  -1.66  7.85  -0.67
H  -2.96  8.76  -1.29
H  -0.07  6.71  -3.95
H  -0.17  6.17  -2.32
H  -1.53  6.07  -3.22
H  -0.58  10.96  -0.65
H  -2.11  10.92  -1.52
H  -0.98  12.29  -1.57
H  1.51  8.51  -2.00
C  -8.00  -4.31  5.68
C  -6.56  -3.76  5.53
C  -6.34  -3.76  4.02
C  -5.24  -2.88  3.36
C  -5.29  -1.46  4.05
C  -5.52  -1.35  5.58
N  -6.49  -2.37  6.08
O  -6.75  -2.32  7.56
C  -4.12  -1.49  6.34
C  -6.19  0.03  5.87
C  -5.56  -4.62  6.17
H  -8.01  -5.29  5.19
H  -8.81  -3.69  5.29
H  -8.17  -4.39  6.75
H  -6.19  -4.80  3.73
H  -7.29  -3.51  3.54
H  -5.30  -3.00  2.28
H  -4.27  -3.32  3.55
H  -6.08  -0.93  3.53
H  -4.46  -0.79  3.84
H  -3.43  -2.29  6.06
H  -3.57  -0.55  6.43
H  -4.27  -1.81  7.37
H  -6.29  0.13  6.95
H  -5.82  0.93  5.38
H  -7.27  0.03  5.72
H  -5.65  -5.67  5.89
H  -5.66  -4.64  7.26
H  -4.54  -4.30  5.97
H  -7.46  -1.68  7.55

***

(2)
A cluster of 2 separate species, C6H5NS in total in a non-equilibrium geometry. Source: the Open Molecules 2025 dataset; level of theory: wB97M-V/def2-TZVPD.

Calculated values
energy relative to the best compared isomer or geometry (same formula, charge and spin)	495.6	kJ/mol
HOMO-LUMO gap	8.8974	eV
E	-18621.9110	eV
total charge	0

Positions of all 13 atoms, in Å:
C  -0.26  -1.36  -1.97
C  -1.81  -0.10  -0.28
C  -0.70  -0.50  -0.91
C  -1.11  0.88  0.69
C  0.18  0.55  -0.15
C  1.97  0.00  1.09
N  0.24  -1.91  -2.87
S  -0.32  2.24  -0.29
H  -2.76  -0.51  -0.49
H  -1.57  0.90  1.66
H  1.66  -0.89  1.55
H  1.88  0.86  1.67
H  2.60  -0.15  0.30

***

(3)
An isolated molecule of C4H10N4 in a non-equilibrium geometry. Source: the Open Molecules 2025 dataset; level of theory: wB97M-V/def2-TZVPD.

Calculated values
energy relative to the best compared isomer or geometry (same formula, charge and spin)	254.7	kJ/mol
HOMO-LUMO gap	8.0098	eV
E	-10268.2112	eV
structure (SMILES)	CC(=C\N)/C(N)=N/N
total charge	0

Positions of all 18 atoms, in Å:
C  2.19  -0.28  -0.03
C  -0.19  0.65  -0.56
C  0.70  -0.36  -0.14
N  -2.47  1.07  -0.60
N  0.04  1.69  -1.44
N  0.14  -1.86  1.73
C  -0.16  -1.27  0.53
N  -1.38  0.44  0.03
H  -2.87  0.47  -1.32
H  -3.18  1.21  0.11
H  -0.65  2.42  -1.37
H  0.99  2.03  -1.48
H  -0.62  -2.37  2.17
H  0.64  -1.27  2.38
H  -0.95  -1.80  0.00
H  2.55  -0.41  0.99
H  2.68  -1.05  -0.65
H  2.56  0.69  -0.37

***

(4)
A cluster of 2 separate species, C15H15BrF4NO in total in a non-equilibrium geometry. Source: the Open Molecules 2025 dataset; level of theory: wB97M-V/def2-TZVPD.

Calculated values
HOMO-LUMO gap	5.7652	eV
E	-100236.8042	eV
total charge	+1

Positions of all 37 atoms, in Å:
F  3.32  0.41  -0.27
C  2.94  1.57  -1.03
F  3.70  1.67  -2.23
F  3.13  2.75  -0.25
C  1.36  1.36  -1.42
O  0.96  0.04  -1.04
C  -0.37  -0.29  -1.50
C  -1.51  -0.09  -0.33
C  -2.38  1.18  -0.80
C  -1.89  2.59  -0.35
C  -2.70  3.81  -0.83
N  -3.88  3.62  -1.64
C  -4.39  2.34  -2.09
C  -3.66  1.02  -1.70
Br  -4.21  -0.78  -2.26
H  1.25  1.57  -2.55
H  0.81  2.20  -0.84
H  -0.62  0.42  -2.38
H  -0.41  -1.35  -1.94
H  -1.05  0.10  0.70
H  -2.20  -1.01  -0.26
H  -0.96  2.74  0.31
H  -2.32  4.85  -0.53
H  -4.40  4.46  -1.92
H  -5.32  2.25  -2.75
F  0.37  -4.51  0.92
C  1.21  -3.82  1.70
C  1.70  -4.40  2.86
C  2.58  -3.68  3.67
C  2.95  -2.39  3.31
C  2.45  -1.81  2.14
C  1.58  -2.54  1.34
H  1.40  -5.40  3.13
H  2.97  -4.13  4.58
H  3.63  -1.82  3.94
H  2.74  -0.80  1.87
H  1.19  -2.11  0.42